#w
ORCA calculation (ωB97M-V with the def2-TZVPD basis set) on a structure of composition C4H14N3O.

Summary:
orbital gap = 5.0374 eV
total charge = +1

Geometry (Å):
C: 1.03 -1.38 -0.49
C: 0.68 -0.90 0.95
C: 1.25 0.50 1.37
N: 0.38 1.93 -1.49
C: 0.81 2.10 -0.19
N: 1.73 1.37 0.34
N: 0.01 -1.16 -1.50
H: 1.07 -2.45 -0.32
H: 1.97 -0.95 -0.83
H: 0.82 -1.71 1.66
H: -0.43 -0.62 0.84
H: 2.07 0.37 2.08
H: 0.44 1.00 1.92
H: -0.12 1.28 -0.76
H: -0.20 2.72 -1.78
H: 0.55 3.03 0.33
H: 0.09 -1.72 -2.34
H: -1.20 0.55 0.27
H: -0.19 -0.20 -1.71
H: -3.06 -0.69 0.37
H: -4.29 -1.62 0.45
O: -3.42 -1.44 0.84

These are the Mulliken partial charges, in e, on atoms 1 to 4: -0.535 0.290 -0.842 -0.408

=====

#x
ORCA calculation (ωB97M-V with the def2-TZVPD basis set) on a cluster of 2 separate species, C4H14N3O in total.

Summary:
orbital gap = 8.2172 eV
total charge = +1

Geometry (Å):
C: 0.71 2.02 -0.81
C: 0.85 0.55 -1.40
C: 0.68 -0.55 -0.47
C: -0.44 -1.27 -0.27
N: -0.42 -2.37 0.55
N: 1.83 -0.85 0.32
N: -0.66 1.99 -0.02
H: 0.70 2.70 -1.74
H: 1.57 2.26 -0.25
H: 0.17 0.14 -2.19
H: 1.75 0.54 -1.87
H: -1.39 -1.05 -0.64
H: -1.02 -3.14 0.55
H: 0.38 -2.59 0.95
H: 1.84 -0.73 1.28
H: 2.69 -1.05 -0.20
H: -0.92 2.88 0.21
H: -1.34 1.75 -0.80
H: -0.72 1.26 0.71
H: -2.90 0.08 1.49
H: -1.43 -0.62 1.75
O: -1.92 0.21 1.57

These are the Mulliken partial charges, in e, on atoms 1 to 4: -0.632 -1.086 0.685 -0.512

=====

Which of them is most stable, and which least? Most stable: #x; least stable: #w.